Here is a 2-piece molecular cluster, C5H14 overall in a non-equilibrium geometry from the Open Molecules 2025 dataset. Energies are from wB97M-V/def2-TZVPD.

```
! RIJCOSX wB97M-V def2-TZVPD def2/J DEFGRID3
* xyz 0 1
C 0.5885 -0.8825 1.4467
C 1.7375 0.0675 1.7970
C 1.5104 1.3839 0.9779
H 0.6776 -1.1075 0.3810
H 0.4961 -1.6886 2.1662
H -0.4127 -0.4364 1.4619
H 1.6986 0.4279 2.8270
H 2.7329 -0.3229 1.6183
H 0.4522 1.6131 0.8927
H 1.8336 2.2907 1.5095
H 2.0529 1.3736 0.0349
C -1.3459 -0.8412 -2.3944
C -1.9887 0.1184 -1.3863
H -0.4313 -1.2987 -2.0238
H -2.1033 -1.5834 -2.6393
H -1.0597 -0.3016 -3.2963
H -1.3152 0.3786 -0.5657
H -2.8994 -0.2661 -0.9472
H -2.2240 1.0752 -1.8600
*
```

The SMILES is CCC.CC. The value obtained for the energy is -198.8690 hartree.

Charges computed using natural (NBO), reported in e: -0.61 -0.40 -0.61 0.21 0.21 0.20 0.19 0.20 0.20 0.20 0.20 -0.61 -0.61 0.20 0.21 0.20 0.20 0.20 0.20



Here is a 2-piece molecular cluster, C2H8N2 overall in a non-equilibrium geometry from the Open Molecules 2025 dataset. Energies are from wB97M-V/def2-TZVPD.

```
! RIJCOSX wB97M-V def2-TZVPD def2/J DEFGRID3
* xyz 0 1
C 1.4687 -0.3349 1.0950
N 0.6853 0.5185 0.5819
C 0.7493 0.6585 -0.8850
H 1.8418 -1.1932 0.5314
H 1.6530 -0.1891 2.1578
H 0.0325 0.0513 -1.4379
H 0.4940 1.6871 -1.1384
H 1.7824 0.5126 -1.1890
N -2.3008 -0.2189 -0.0726
H -2.0703 -0.9685 -0.7153
H -2.9122 -0.5323 0.6711
H -1.4236 0.0088 0.4010
*
```

The SMILES is C=NC.N. The value obtained for the energy is -190.4599 hartree.

Charges computed using natural (NBO), reported in e: -0.06 -0.41 -0.46 0.15 0.18 0.20 0.21 0.19 -1.08 0.35 0.36 0.37